No. 1
Entry from the Open Molecules 2025 dataset: 6 unconnected molecules or ions with the total composition C28H50N2O12 (ωB97M-V with the def2-TZVPD basis set).

Values from the calculation:
E_LUMO = -0.742 eV
E_HOMO = -9.5 eV
Energy relative to the best compared isomer or geometry (same formula, charge and spin) = 885.7 kJ/mol
SMILES = O=[N+]([O-])c1ccccc1.O=[N+]([O-])c1ccccc1.COCCOC.COCCOC.COCCOC.COCCOC
Gap between HOMO and LUMO = 8.76 eV

Structure (ORCA input):
```
! RIJCOSX wB97M-V def2-TZVPD def2/J DEFGRID3
* xyz 0 1
O 7.1172 3.8039 -2.9596
O 2.1019 -2.9314 0.3764
C 2.2958 0.8948 -1.7828
O -1.0135 -1.1892 0.7308
C 2.7630 4.4883 1.3183
H -2.9658 -3.4284 3.1804
H -7.7991 1.1762 4.2158
H -2.8449 -0.2650 1.1892
O -3.9812 2.0230 0.8166
H 4.6931 -1.1404 -4.0145
C -5.2557 -1.9926 2.7797
H 1.4659 -0.0176 0.4963
H 6.4856 1.4441 -6.8698
C -7.0559 0.9359 3.4559
H 0.8691 -1.1082 -0.7651
H 1.1305 -2.1806 2.0284
H -6.1019 -2.6643 3.0169
H -1.3225 0.4360 -0.5394
H -6.3255 -0.5720 1.6660
N 4.6614 1.5208 3.5369
H -4.9327 0.0985 2.5551
H 2.9234 1.4853 -1.0891
H -2.8012 -1.9823 1.4111
H -4.5164 2.8760 -1.0072
H -6.0231 -0.6233 -2.9193
H 2.2034 5.2156 0.7351
O -6.6620 -0.3299 3.5975
O -4.3687 -2.0607 3.8287
H -4.5536 -4.1098 3.7577
H 5.2213 -0.5424 -6.3731
H 2.0383 -3.6855 2.3043
C 1.1619 -3.8774 -0.0456
C -3.6868 3.2587 1.3693
C -0.6096 0.0429 0.2095
H 4.5189 4.4948 0.0786
O 0.9509 0.8694 -1.3456
O -4.3495 0.2731 -2.1842
C 0.7643 -0.1000 -0.3502
H 2.3554 -4.4825 -3.6807
H -0.6192 0.8233 0.9982
C 6.4746 2.1811 -4.8436
C -5.7449 -0.6390 2.6044
H -3.0628 1.8981 -1.0494
H -4.7803 -0.0236 -0.1917
C -4.8478 0.7661 -0.9578
H -4.4373 -1.3497 -3.3463
O 4.3070 1.3564 4.6452
C -4.0522 1.9805 -0.5659
H 1.1252 4.2565 2.6893
H -4.5115 3.9663 1.2541
C 2.0509 -2.7332 1.7686
N 6.4599 2.8759 -2.5332
H -5.0628 -1.5861 -1.7193
H 0.5975 -4.7095 -3.9849
H 0.1871 -3.6990 0.4456
H 1.4358 -4.8984 0.2855
H 5.6623 2.7337 1.4775
C 5.5151 0.7053 -3.2278
H 2.8991 -2.1160 2.0108
H 1.8583 -3.1775 -1.9417
H -2.7269 3.6586 1.0175
C 5.1515 -0.1877 -4.2232
C 4.0213 4.0331 0.9197
C 1.0510 -3.8288 -1.5597
C -3.7889 -3.3363 3.9010
H -5.9079 1.0310 -1.1258
O 6.0523 2.8003 -1.3713
C 4.0117 2.5563 2.7968
H -1.9555 -0.9750 2.6075
H 5.3107 0.3979 -2.2049
H -3.5497 3.0688 2.4387
C -5.0213 -0.8819 -2.5637
H -4.7875 -2.3953 1.8729
H 6.9001 3.1637 -5.0267
H -6.2264 1.6561 3.5254
H -3.3670 -3.4492 4.8972
C 2.7498 2.9431 3.1721
H 2.2369 2.5463 4.0419
H -7.5672 1.1235 2.4844
C 5.5037 0.0866 -5.5310
H 1.6636 -6.1210 -3.7742
C 6.1450 1.8765 -3.5316
O 5.5114 0.8718 2.9749
H 0.0773 -3.4813 -1.9332
C 4.6489 3.0668 1.6784
H 2.3108 1.4474 -2.7208
C -2.1963 -1.0824 1.5428
C 1.4741 -5.1038 -3.4486
O 1.2604 -5.1439 -2.0760
C 6.2144 1.2344 -5.8428
H 2.7017 -0.1159 -1.8710
C 2.0926 3.8752 2.3875
*
```

These are the Mulliken partial charges, in e, on atoms 1 to 2: -0.608 -0.331

No. 2
Entry from the Open Molecules 2025 dataset: a molecular structure, C21H10Cl3CrIN4O3Se (ωB97M-V with the def2-TZVPD basis set).

Values from the calculation:
E_LUMO (spin up / spin down) = -1.835 / -1.851 eV
E_HOMO (spin up / spin down) = -7.1 / -7.3 eV
Gap between HOMO and LUMO (spin up / spin down) = 5.29 / 5.43 eV

Structure (ORCA input):
```
! RIJCOSX wB97M-V def2-TZVPD def2/J DEFGRID3
* xyz 0 5
H 2.5213 -5.6438 0.9334
Cl 2.9515 4.6003 0.2956
O 0.7050 2.7715 0.1111
C 0.9255 6.3548 0.1664
C 2.3530 -3.5401 0.4862
N 0.3850 -2.4478 1.3807
C 0.3184 3.9784 0.1048
C 1.5447 -2.3944 0.6744
H 0.3906 -5.6988 2.2202
H -2.4412 6.0560 -0.0843
C 1.9229 -1.1088 0.1180
C -2.5243 -1.1605 0.8434
H 4.8192 -2.1337 -1.3767
O -1.9993 2.2143 -0.0352
I 3.6908 0.7080 -1.4900
H -0.9153 -3.5975 2.4543
Cr -0.3550 1.0581 0.1235
N -1.6831 -0.5939 0.0396
C -3.3976 -2.2449 0.4654
C -1.0434 4.4014 0.0124
N -2.3236 -2.4495 -2.9958
H -4.0595 -2.6486 1.2180
C 0.0170 -3.5914 1.8937
H -3.1087 3.8680 -0.1543
Cl -0.8323 8.4208 0.0473
C -0.4353 6.7275 0.0687
H 1.6856 7.1217 0.2262
Se -1.0372 -1.4112 -3.6301
H -2.5475 -0.7984 1.8641
C -2.0945 3.4587 -0.0622
C 1.2874 5.0447 0.1830
C -1.6390 -1.0617 -1.2560
C -2.4692 -2.1281 -1.7251
C 3.1013 -1.0772 -0.6122
C -3.3805 -2.7299 -0.7957
Cl 4.5711 -4.8074 -0.5197
C -1.3980 5.7774 -0.0081
C 3.5481 -3.4140 -0.2667
N -0.8100 -0.5265 -2.1211
C 1.9187 -4.7552 1.0607
H -4.0214 -3.5380 -1.1202
O 1.1990 -0.0580 0.2979
C 3.9081 -2.2157 -0.8007
C 0.7517 -4.7867 1.7651
*
```

These are the Mulliken partial charges, in e, on atoms 1 to 2: 0.390 -0.172

No. 3
Entry from the Open Molecules 2025 dataset: a molecular structure, C4H2IrLiO2 (ωB97M-V with the def2-TZVPD basis set).

Values from the calculation:
E_LUMO (spin up / spin down) = -7.332 / -11.093 eV
E_HOMO (spin up / spin down) = -17.3 / -17.7 eV
Gap between HOMO and LUMO (spin up / spin down) = 9.97 / 6.58 eV

Structure (ORCA input):
```
! RIJCOSX wB97M-V def2-TZVPD def2/J DEFGRID3
* xyz 2 5
C 2.8144 -2.7478 -0.2319
Li -4.4888 0.8790 -1.2012
H -0.6172 2.2258 1.6335
C 2.4816 -1.5766 -0.3229
Ir 0.6623 0.6393 -0.1051
O 2.0274 -0.4030 -0.3617
H 3.0770 -3.7875 -0.2368
C -0.8365 1.5909 0.7698
C -2.0219 1.5642 0.2822
O -3.0984 1.6157 -0.2259
*
```

These are the Mulliken partial charges, in e, on atoms 1 to 2: -0.260 0.977

Sequential energy output: -57385.867 -173479.446 -11294.524 eV
Sequential max |F| output: 3.50 0.48 9.32 eV/A